Record 1
A cluster of 3 separate species, C4H16N2O2 in total at a distorted geometry. Source: the OMol25 dataset; level of theory: ωB97M-V with the def2-TZVPD basis set.

```
! RIJCOSX wB97M-V def2-TZVPD def2/J DEFGRID3
* xyz 0 1
C -1.831 0.712 2.111
C -1.154 0.613 0.767
C -0.005 -0.493 0.586
N 0.045 -1.471 1.663
C 1.366 0.183 0.333
N 2.073 -0.346 -0.846
H -1.172 1.217 2.819
H -2.822 1.167 2.160
H -2.168 -0.225 2.583
H -0.648 1.569 0.619
H -1.834 0.509 -0.081
H -0.265 -0.972 -0.364
H 0.055 -2.439 1.356
H -0.709 -1.344 2.291
H 1.269 1.263 0.260
H 2.059 0.044 1.167
H 2.390 -1.285 -0.700
H 1.441 -0.436 -1.620
O -2.625 -1.646 -2.944
H -3.074 -0.820 -2.706
H -1.785 -1.448 -3.301
O 3.127 1.913 -2.451
H 3.681 1.352 -1.917
H 2.587 2.381 -1.784
*
```

Its electronic energy is -11481.8542 eV. The calculation puts the gap between HOMO and LUMO at 9.6 eV. As for the energy above the lowest of the compared OMol25 structures with the same formula, charge and spin: 1.117 eV. As for the SMILES: CC[C@H](N)CN.O.O.

Löwdin atomic charge list, values in e, 2 entries: C -0.13; C -0.19

---

Record 2
A cluster of 3 separate species, C4H16N2O3S in total at a distorted geometry. Source: the OMol25 dataset; level of theory: ωB97M-V with the def2-TZVPD basis set.

```
! RIJCOSX wB97M-V def2-TZVPD def2/J DEFGRID3
* xyz 0 1
N -0.830 -0.362 -2.302
C -1.388 0.018 -1.001
C -0.336 0.488 0.001
C 0.229 1.892 -0.249
S 1.311 2.130 -1.682
N -0.844 0.464 1.357
C -0.699 -0.767 2.092
O 0.157 -0.601 3.232
H -0.026 0.211 -2.520
H -1.500 -0.272 -3.060
H -2.184 0.765 -1.095
H -1.862 -0.873 -0.586
H 0.499 -0.199 -0.084
H -0.584 2.597 -0.440
H 0.733 2.262 0.637
H 2.310 1.310 -1.322
H -1.765 0.840 1.513
H -0.197 -1.517 1.492
H -1.650 -1.143 2.457
H 0.085 0.326 3.513
O 2.628 0.379 1.306
H 2.987 -0.494 1.514
H 1.801 0.490 1.795
O 0.444 -3.034 -2.164
H -0.411 -2.588 -2.255
H 1.089 -2.323 -2.146
*
```

Its electronic energy is -24365.1582 eV. The calculation puts the gap between HOMO and LUMO at 9.8 eV. As for the energy above the lowest of the compared OMol25 structures with the same formula, charge and spin: 0.000 eV. As for the SMILES: NC[C@@H](CS)NCO.O.O.

Löwdin atomic charge list, values in e, 2 entries: N -0.01; C -0.23

---

Record 3
A structure of composition C4H16N8O4Tl at a distorted geometry. Source: the OMol25 dataset; level of theory: ωB97M-V with the def2-TZVPD basis set.

```
! RIJCOSX wB97M-V def2-TZVPD def2/J DEFGRID3
* xyz 4 2
Tl -0.320 -0.191 1.764
C -0.356 3.060 -0.771
O -0.517 2.276 0.099
N -1.231 4.050 -1.043
N 0.739 3.169 -1.433
H -1.982 4.213 -0.388
H -0.904 4.692 -1.751
H 0.837 3.589 -2.346
H 1.561 2.765 -1.008
C -0.277 -0.264 -2.345
O -0.550 -0.331 -1.212
N -0.148 0.894 -3.015
N 0.001 -1.271 -3.079
H -0.386 1.786 -2.607
H 0.272 0.840 -3.932
H -0.015 -2.130 -2.547
H 0.086 -1.124 -4.075
C 2.973 -0.041 3.914
O 2.273 -0.321 2.978
N 2.734 -0.659 5.026
N 3.835 0.918 4.048
H 3.276 -0.504 5.864
H 2.035 -1.384 4.955
H 4.076 1.264 3.130
H 4.235 1.079 4.961
C -2.503 -3.056 -0.346
O -1.688 -2.437 0.327
N -2.575 -4.354 -0.328
N -3.341 -2.479 -1.116
H -2.086 -4.951 0.323
H -3.239 -4.697 -1.007
H -3.116 -1.495 -1.082
H -3.698 -2.907 -1.958
*
```

Its electronic energy is -29165.2296 eV. The calculation puts the gap between HOMO and LUMO (spin up / spin down) at 5.7 / 4.5 eV. Its expectation value of S² is 1.791. As for the energy above the lowest of the compared OMol25 structures with the same formula, charge and spin: 0.000 eV.

Löwdin atomic charge list, values in e, 2 entries: Tl 1.20; C -0.71

---

Record 4
A structure of composition C4H16NO2 at a distorted geometry. Source: the OMol25 dataset; level of theory: ωB97M-V with the def2-TZVPD basis set.

```
! RIJCOSX wB97M-V def2-TZVPD def2/J DEFGRID3
* xyz 2 2
C -4.736 2.034 0.190
C -4.880 0.508 0.114
C -3.979 -0.194 1.104
C -4.111 -1.726 1.050
N -2.038 -1.329 -1.009
H -5.018 2.413 1.180
H -3.670 2.315 -0.006
H -5.404 2.527 -0.576
H -5.921 0.199 0.182
H -4.136 0.183 2.111
H -2.956 0.054 0.823
H -3.185 -2.217 1.341
H -4.260 -2.011 -0.009
H -5.005 -2.094 1.597
H -4.595 0.240 -0.905
H -2.330 -1.818 -1.866
H -1.101 -1.605 -0.711
H 24.520 0.490 -0.692
H 23.917 -0.630 0.033
O 24.899 0.179 0.156
H -2.132 -0.037 -1.163
H -1.605 1.471 -1.750
O -2.275 1.049 -1.192
*
```

Its electronic energy is -9964.2459 eV. The calculation puts the gap between HOMO and LUMO (spin up / spin down) at 4.7 / 2.3 eV. Its expectation value of S² is 0.755. As for the energy above the lowest of the compared OMol25 structures with the same formula, charge and spin: 8.352 eV.

Löwdin atomic charge list, values in e, 2 entries: C -0.07; C -0.26